No. 1
2 unconnected molecules or ions with the total composition C3H9NOS, computed with ωB97M-V/def2-TZVPD.

Structure (ORCA input):
```
! RIJCOSX wB97M-V def2-TZVPD def2/J DEFGRID3
* xyz 0 1
N -0.429 -1.092 -1.222
C -0.018 -1.291 0.170
C 1.441 -1.033 0.415
O 2.150 -0.482 -0.387
H -0.475 -1.973 -1.712
H 0.214 -0.472 -1.701
H -0.395 -2.227 0.580
H -0.462 -0.487 0.767
H 1.840 -1.339 1.402
C -0.260 2.177 0.400
S -1.974 1.219 0.395
H 0.458 1.577 0.955
H 0.027 2.384 -0.623
H -0.536 3.063 0.958
H -1.581 -0.024 -0.396
*
```

The value obtained for the energy relative to the best compared isomer or geometry (same formula, charge and spin) is 184.8 kJ/mol. The value obtained for the electronic energy is -647.827692 Ha. The LUMO energy comes out at 0.809 eV.



No. 2
2 unconnected molecules or ions with the total composition C4H14N3, computed with ωB97M-V/def2-TZVPD.

Structure (ORCA input):
```
! RIJCOSX wB97M-V def2-TZVPD def2/J DEFGRID3
* xyz 1 1
C -0.241 1.499 -1.869
C -1.599 0.278 -0.118
N -0.507 0.412 -0.898
N -2.428 1.449 -0.071
N -1.981 -0.846 0.580
H -0.063 -0.467 -1.342
H -2.430 2.329 -0.147
H -3.343 1.282 0.371
H -3.039 -1.049 0.577
H -1.464 -1.190 1.312
H 0.945 1.369 -2.090
H -0.278 2.564 -1.560
H -0.930 1.548 -2.775
C 1.685 -1.093 0.393
C 2.643 -1.232 1.627
H 0.745 -1.456 0.564
H 1.663 -0.054 0.088
H 2.055 -1.755 -0.428
H 3.755 -1.409 1.398
H 2.127 -1.924 2.304
H 2.686 -0.253 2.085
*
```

The value obtained for the energy relative to the best compared isomer or geometry (same formula, charge and spin) is 307.3 kJ/mol. The value obtained for the electronic energy is -324.747791 Ha. The LUMO energy comes out at -3.922 eV.



No. 3
2 unconnected molecules or ions with the total composition C7H14O, computed with ωB97M-V/def2-TZVPD.

Structure (ORCA input):
```
! RIJCOSX wB97M-V def2-TZVPD def2/J DEFGRID3
* xyz 0 1
C -2.452 2.439 0.814
C -1.860 1.163 0.382
C -0.612 0.667 0.446
C -0.431 -0.649 -0.150
C 0.656 -1.430 -0.281
C 0.717 -2.911 -0.598
C -0.516 -3.469 -1.244
H -3.238 2.711 0.123
H -1.750 3.239 0.588
H -2.894 2.377 1.816
H -2.627 0.580 -0.125
H 0.118 1.034 1.160
H -1.328 -1.263 -0.373
H 1.587 -0.862 -0.332
H 1.648 -3.000 -1.158
H 0.665 -3.364 0.399
H -1.376 -3.630 -0.597
H -0.980 -2.790 -1.964
H -0.349 -4.427 -1.770
O 5.103 4.949 1.033
H 5.179 4.147 1.569
H 4.739 4.487 0.263
*
```

The value obtained for the energy relative to the best compared isomer or geometry (same formula, charge and spin) is 234.5 kJ/mol. The value obtained for the electronic energy is -350.270156 Ha. The LUMO energy comes out at 0.705 eV.



No. 4
2 unconnected molecules or ions with the total composition C10H16S, computed with ωB97M-V/def2-TZVPD.

Structure (ORCA input):
```
! RIJCOSX wB97M-V def2-TZVPD def2/J DEFGRID3
* xyz 0 1
C -0.714 2.418 -4.955
C -0.592 2.040 -3.484
C 0.005 2.953 -2.610
C 0.500 2.573 -1.369
C 0.340 1.248 -1.005
C -0.310 0.345 -1.815
C -0.723 0.712 -3.097
H 0.276 2.773 -5.195
H -1.502 3.163 -5.165
H -0.986 1.544 -5.545
H -0.034 4.016 -2.908
H 0.820 3.324 -0.631
H 0.608 0.890 -0.024
H -0.299 -0.691 -1.492
H -1.133 -0.039 -3.759
C 1.439 -1.061 2.200
C 0.332 -2.074 2.018
S -0.108 -3.021 3.495
C -0.277 -1.782 4.827
H 0.953 -0.069 2.322
H 1.974 -0.808 1.281
H 2.040 -1.110 3.107
H -0.554 -1.489 1.696
H 0.607 -2.815 1.262
H -0.968 -2.078 5.597
H 0.738 -1.679 5.195
H -0.700 -0.844 4.455
*
```

The value obtained for the energy relative to the best compared isomer or geometry (same formula, charge and spin) is 88.4 kJ/mol. The value obtained for the electronic energy is -788.785018 Ha. The LUMO energy comes out at 0.893 eV.



No. 5
4 unconnected molecules or ions with the total composition C15H36N4O5, computed with ωB97M-V/def2-TZVPD.

Structure (ORCA input):
```
! RIJCOSX wB97M-V def2-TZVPD def2/J DEFGRID3
* xyz 2 1
C -3.018 -3.144 4.661
C -2.040 -3.686 3.682
O -1.932 -4.742 3.136
N -0.881 -2.630 3.346
H -0.826 -2.505 2.277
H -1.257 -1.724 3.668
C 0.475 -2.894 3.828
H -2.434 -3.058 5.593
H -3.774 -3.893 4.838
H -3.449 -2.202 4.325
H 0.684 -3.923 3.481
H 0.559 -2.892 4.930
H 1.185 -2.179 3.399
C 3.409 -0.985 -2.124
C 3.223 -2.010 -3.136
O 4.023 -2.616 -3.776
N 1.786 -2.320 -3.351
H 1.314 -2.385 -2.436
H 1.337 -1.502 -3.794
C 1.528 -3.529 -4.153
H 2.870 -0.076 -2.435
H 4.464 -0.745 -1.959
H 2.911 -1.374 -1.207
H 2.100 -3.469 -5.067
H 0.463 -3.482 -4.376
H 1.744 -4.415 -3.546
C -2.861 -0.250 -2.357
C -2.432 0.471 -1.047
C -1.155 1.249 -1.177
C -1.052 2.003 0.145
N 0.092 2.972 0.252
C -0.006 3.789 1.526
C 0.926 4.990 1.193
C 0.796 5.234 -0.331
C -0.002 4.045 -0.904
C 1.364 2.213 0.137
H -2.142 -1.006 -2.639
H -3.012 0.469 -3.168
H -3.864 -0.730 -2.183
H -2.375 -0.244 -0.223
H -3.227 1.148 -0.735
H -1.265 1.889 -2.030
H -0.329 0.563 -1.316
H -0.833 1.304 0.972
H -1.996 2.543 0.331
H 0.344 3.122 2.328
H -1.043 4.101 1.701
H 1.935 4.768 1.518
H 0.563 5.868 1.731
H 1.775 5.391 -0.758
H 0.236 6.139 -0.520
H 0.426 3.667 -1.837
H -1.077 4.157 -1.055
H 2.071 2.967 -0.212
H 1.319 1.429 -0.610
H 1.690 1.753 1.082
N 0.207 -1.918 0.095
O -0.549 -2.734 0.633
O 0.284 -1.935 -1.138
O 0.728 -1.046 0.790
*
```

The value obtained for the energy relative to the best compared isomer or geometry (same formula, charge and spin) is 0.0 kJ/mol. The value obtained for the electronic energy is -1187.693371 Ha. The LUMO energy comes out at -4.895 eV.



No. 6
A gas-phase ion, H3NO3PS (charge -1), computed with ωB97M-V/def2-TZVPD.

Structure (ORCA input):
```
! RIJCOSX wB97M-V def2-TZVPD def2/J DEFGRID3
* xyz -1 1
N 0.691 0.023 -0.419
P -0.342 1.268 0.017
S -2.159 -0.111 -0.051
O -3.192 0.732 0.525
O -1.817 -1.271 0.803
O -2.439 -0.516 -1.411
H 0.386 -0.872 -0.029
H 1.129 -0.068 -1.339
H -0.202 1.313 1.342
*
```

The value obtained for the energy relative to the best compared isomer or geometry (same formula, charge and spin) is 8.4 kJ/mol. The value obtained for the electronic energy is -1021.885086 Ha. The LUMO energy comes out at 4.119 eV.



| no. | highest occupied orbital energy (eV) | maximum force (hartree/bohr) | HOMO-LUMO gap (eV) |
| --- | --- | --- | --- |
| 1 | -8.55 | 0.0557 | 9.360 |
| 2 | -14.65 | 0.2396 | 10.730 |
| 3 | -8.20 | 0.0533 | 8.905 |
| 4 | -8.44 | 0.0475 | 9.328 |
| 5 | -15.22 | 0.0477 | 10.322 |
| 6 | -4.53 | 0.0713 | 8.653 |